DFT (ωB97M-V with the def2-TZVPD basis set) results for a cluster of 2 separate species, C3H11NO2 in total in a non-equilibrium geometry.

```
17
Properties=species:S:1:pos:R:3:forces:R:3:lowdin_charge:R:1
N 1.90453 1.09858 -1.07817 -0.6204 0.2779 0.1600 -0.01
C 1.07318 1.20745 0.13248 -0.0336 -1.2475 0.2662 -0.27
C -0.01579 0.08754 0.18967 0.1094 1.3292 -0.4966 -0.19
C -0.02952 -0.55465 1.55819 0.0902 0.7613 0.2593 -0.32
O -0.97355 -1.55985 1.74493 -0.1960 -0.9980 -0.1997 -0.05
H 1.95462 1.99711 -1.52846 0.1939 0.0976 -0.1992 0.05
H 2.83433 0.82558 -0.82639 0.4261 -0.0652 -0.0559 0.05
H 0.61702 2.18536 0.21026 -0.0191 0.2423 0.0342 0.10
H 1.69809 1.03950 1.01926 0.0252 0.3973 -0.0360 0.10
H -0.99366 0.54922 0.02402 -0.0797 -0.1650 -0.0092 0.10
H 0.17710 -0.53264 -0.68125 0.0292 -0.6142 0.2669 0.10
H 0.96724 -0.90546 1.84081 0.1675 0.0458 -0.0165 0.12
H -0.32812 0.22276 2.26953 0.3213 0.0575 0.0381 0.13
H -0.59256 -2.34684 1.33910 -0.4314 -0.1002 -0.0017 0.09
O -2.59011 -1.35363 -1.82554 -0.0088 0.0212 -0.0483 -0.06
H -3.41098 -1.48591 -2.30953 0.0138 0.0005 0.0096 0.03
H -2.29182 -0.47411 -2.07890 0.0125 -0.0405 0.0287 0.03
```
Positions in Å, forces in eV/Å.

Total charge: 0
Lowest unoccupied orbital energy (eV): 0.9270
HOMO (eV): -9.30
Gap between HOMO and LUMO (Eh): 0.376
ΔE to the lowest compared entry with this formula, charge and spin (kcal/mol): 16.76
SMILES: NCCCO.O